{
  "formula": "C33H28Cl5CrN4O7",
  "method": "ωB97M-V with the def2-TZVPD basis set",
  "orbital_gap_ha": [0.23253, 0.23302],
  "lumo_energy_ev": [-1.0, -1.0],
  "homo_energy_ha": [-0.270, -0.270],
  "relative_energy_kcal_mol": 32.1,
  "total_charge": 0,
  "multiplicity": 4,
  "symbols": ["Cr", "C", "O", "C", "C", "C", "C", "C", "C", "N", "N", "C", "O", "C", "C", "C", "C", "C", "C", "C", "O", "H", "H", "H", "H", "H", "H", "H", "H", "H", "H", "H", "H", "Cl", "C", "C", "C", "Cl", "C", "Cl", "C", "Cl", "C", "Cl", "O", "C", "O", "C", "C", "C", "C", "O", "C", "O", "C", "C", "H", "H", "H", "H", "H", "N", "C", "C", "N", "C", "C", "H", "H", "H", "H", "H", "H", "H", "H", "H", "H", "H"],
  "xyz": [[0.65, -0.32, -0.93], [3.45, -3.09, -2.96], [4.46, -2.11, -3.08], [4.05, -0.84, -3.44], [4.78, -0.22, -4.43], [4.48, 1.08, -4.82], [3.43, 1.74, -4.24], [2.65, 1.14, -3.23], [1.65, 1.93, -2.62], [0.87, 1.55, -1.65], [0.07, 2.52, -1.14], [-0.68, 2.03, -0.18], [-0.67, 0.78, 0.08], [-1.49, 2.95, 0.63], [-2.02, 2.54, 1.85], [-2.83, 3.39, 2.57], [-3.09, 4.67, 2.11], [-2.52, 5.10, 0.93], [-1.74, 4.25, 0.18], [2.95, -0.19, -2.80], [2.31, -0.79, -1.85], [3.94, -4.04, -3.20], [2.64, -2.93, -3.67], [3.03, -3.13, -1.96], [5.59, -0.77, -4.87], [5.08, 1.56, -5.59], [3.19, 2.75, -4.53], [1.55, 2.96, -2.96], [-1.81, 1.55, 2.21], [-3.27, 3.05, 3.50], [-3.73, 5.33, 2.68], [-2.70, 6.11, 0.58], [-1.30, 4.56, -0.76], [-0.40, -1.02, -2.95], [-0.13, -2.55, -2.21], [0.37, -2.41, -0.92], [0.50, -3.63, -0.25], [1.01, -3.66, 1.39], [0.18, -4.86, -0.81], [0.34, -6.32, 0.10], [-0.26, -4.93, -2.13], [-0.58, -6.45, -2.86], [-0.43, -3.74, -2.84], [-0.94, -3.78, -4.48], [-0.82, -1.24, 2.05], [-1.73, -1.22, 1.19], [-1.63, -1.63, 0.02], [-3.06, -0.56, 1.54], [-3.67, -0.66, 2.78], [-4.82, 0.06, 3.09], [-5.30, 0.92, 2.12], [-6.36, 1.78, 2.18], [-6.42, 2.41, 0.92], [-5.39, 1.91, 0.10], [-4.71, 0.99, 0.86], [-3.60, 0.25, 0.54], [-3.25, -1.32, 3.53], [-5.31, -0.02, 4.04], [-6.30, 3.50, 1.04], [-7.40, 2.20, 0.45], [-3.14, 0.30, -0.43], [3.03, -0.63, 3.45], [3.28, -1.60, 2.35], [2.90, -1.00, 1.00], [1.57, -0.42, 1.00], [1.48, 0.61, 2.03], [1.64, -0.08, 3.38], [3.69, 0.15, 3.37], [3.19, -1.09, 4.35], [2.66, -2.49, 2.52], [4.33, -1.89, 2.36], [2.93, -1.80, 0.26], [3.61, -0.23, 0.70], [0.81, -1.09, 1.27], [0.49, 1.06, 1.99], [2.24, 1.38, 1.87], [0.91, -0.89, 3.42], [1.49, 0.61, 4.21]]
}

---

{
  "formula": "C33H28CoN5S",
  "method": "ωB97M-V with the def2-TZVPD basis set",
  "orbital_gap_ha": [0.25485, 0.25914],
  "lumo_energy_ev": [-2.9, -3.0],
  "homo_energy_ha": [-0.363, -0.370],
  "relative_energy_kcal_mol": 0.0,
  "total_charge": 1,
  "multiplicity": 4,
  "symbols": ["Co", "C", "C", "C", "C", "C", "C", "N", "C", "C", "C", "C", "C", "N", "C", "C", "C", "C", "C", "C", "N", "H", "H", "H", "H", "H", "H", "H", "H", "H", "H", "H", "H", "H", "H", "H", "N", "C", "C", "C", "C", "C", "C", "C", "C", "C", "C", "C", "C", "C", "H", "H", "H", "H", "H", "H", "H", "H", "H", "H", "S", "C", "C", "N", "C", "H", "H", "H"],
  "xyz": [[0.20, 0.96, 0.09], [-1.62, 1.35, 2.93], [-0.15, 1.27, 3.24], [0.30, 1.20, 4.56], [1.65, 1.08, 4.80], [2.53, 1.04, 3.73], [2.02, 1.13, 2.46], [0.70, 1.25, 2.22], [2.89, 1.08, 1.24], [4.28, 1.11, 1.29], [4.98, 1.07, 0.09], [4.29, 1.03, -1.11], [2.90, 1.01, -1.08], [2.25, 1.02, 0.08], [2.03, 1.01, -2.30], [2.55, 0.87, -3.57], [1.67, 0.90, -4.64], [0.32, 1.06, -4.40], [-0.13, 1.18, -3.09], [-1.59, 1.34, -2.80], [0.72, 1.15, -2.06], [-2.20, 0.79, 3.66], [-1.83, 0.94, 1.94], [-1.96, 2.39, 2.96], [-0.42, 1.22, 5.37], [2.02, 1.02, 5.82], [3.59, 0.92, 3.90], [4.81, 1.16, 2.23], [6.06, 1.09, 0.10], [4.83, 1.02, -2.05], [3.61, 0.73, -3.73], [2.04, 0.79, -5.65], [-0.39, 1.08, -5.22], [-2.19, 0.83, -3.55], [-1.86, 2.39, -2.80], [-1.83, 0.91, -1.83], [-0.45, -0.74, 0.07], [-1.05, -1.84, 0.01], [-0.87, -2.90, 1.07], [-1.12, -4.24, 0.82], [-0.91, -5.20, 1.80], [-0.45, -4.83, 3.05], [-0.20, -3.48, 3.32], [-0.41, -2.53, 2.33], [-1.97, -2.16, -1.13], [-1.51, -2.06, -2.44], [-2.34, -2.33, -3.51], [-3.67, -2.69, -3.29], [-4.14, -2.79, -1.99], [-3.29, -2.55, -0.91], [-1.49, -4.54, -0.16], [-1.10, -6.25, 1.58], [-0.29, -5.57, 3.82], [0.15, -3.18, 4.30], [-0.20, -1.48, 2.52], [-0.47, -1.77, -2.60], [-1.96, -2.27, -4.52], [-4.32, -2.90, -4.12], [-5.17, -3.08, -1.81], [-3.66, -2.66, 0.10], [-2.11, 5.04, -0.21], [-0.42, 5.28, -0.26], [0.22, 4.09, -0.15], [-0.61, 3.00, -0.01], [-1.87, 3.37, -0.02], [0.01, 6.26, -0.38], [1.29, 3.94, -0.15], [-2.70, 2.68, 0.08]]
}

---

{
  "formula": "C33H28CrN8O2S3",
  "method": "ωB97M-V with the def2-TZVPD basis set",
  "orbital_gap_ha": [0.22218, 0.24321],
  "lumo_energy_ev": [-3.8, -3.3],
  "homo_energy_ha": [-0.361, -0.364],
  "total_charge": 1,
  "multiplicity": 2,
  "symbols": ["Cr", "O", "C", "N", "C", "O", "C", "C", "C", "C", "C", "N", "C", "C", "C", "C", "C", "N", "H", "H", "H", "H", "H", "H", "H", "H", "C", "N", "C", "C", "N", "C", "S", "C", "C", "C", "C", "C", "N", "H", "H", "H", "H", "H", "H", "H", "H", "H", "S", "C", "C", "C", "C", "C", "C", "H", "H", "H", "H", "H", "N", "C", "S", "C", "C", "C", "N", "C", "C", "H", "H", "H", "H", "H", "H"],
  "xyz": [[-0.29, -0.09, -0.02], [0.43, 0.58, 3.88], [0.35, 0.59, 2.67], [-0.65, 0.15, 1.87], [-1.81, -0.34, 2.39], [-2.19, -0.33, 3.54], [-2.67, -0.89, 1.28], [-3.93, -1.40, 1.56], [-4.72, -1.84, 0.52], [-4.23, -1.71, -0.78], [-2.96, -1.19, -0.97], [-2.17, -0.81, 0.03], [1.47, 1.15, 1.82], [2.49, 1.87, 2.42], [3.50, 2.40, 1.63], [3.43, 2.17, 0.26], [2.38, 1.44, -0.25], [1.40, 0.92, 0.50], [-4.24, -1.43, 2.59], [-5.69, -2.28, 0.70], [-4.82, -2.00, -1.63], [-2.56, -1.08, -1.97], [2.47, 2.00, 3.50], [4.32, 2.96, 2.06], [4.20, 2.55, -0.40], [2.32, 1.25, -1.31], [-0.58, 5.04, -0.69], [-0.13, 4.06, -1.63], [0.70, 4.24, -2.70], [0.90, 3.04, -3.29], [0.18, 2.10, -2.57], [-0.44, 2.75, -1.54], [-1.47, 2.10, -0.39], [0.03, 0.76, -2.98], [-0.11, 0.54, -4.35], [-0.19, -0.76, -4.83], [-0.05, -1.79, -3.91], [0.09, -1.48, -2.57], [0.06, -0.23, -2.06], [-0.44, 6.04, -1.10], [-0.03, 4.94, 0.24], [-1.64, 4.88, -0.48], [1.08, 5.21, -2.97], [1.51, 2.77, -4.13], [-0.18, 1.38, -5.02], [-0.34, -0.95, -5.88], [-0.06, -2.82, -4.22], [0.25, -2.26, -1.85], [0.42, -2.21, 0.84], [0.21, -3.79, 0.11], [-0.80, -4.09, -0.79], [-0.94, -5.38, -1.27], [-0.10, -6.38, -0.83], [0.90, -6.09, 0.08], [1.07, -4.80, 0.55], [-1.51, -3.33, -1.09], [-1.72, -5.59, -1.99], [-0.23, -7.39, -1.19], [1.56, -6.87, 0.44], [1.84, -4.57, 1.26], [7.71, -0.66, 0.83], [6.90, 0.04, 0.03], [7.30, 1.51, -0.59], [5.57, -0.51, -0.24], [5.05, -0.49, -1.53], [3.77, -0.98, -1.72], [3.00, -1.44, -0.75], [3.51, -1.48, 0.47], [4.78, -1.03, 0.79], [8.63, -0.31, 1.02], [7.47, -1.59, 1.14], [5.64, -0.12, -2.35], [3.33, -1.00, -2.71], [2.86, -1.88, 1.24], [5.12, -1.05, 1.81]]
}

---

{
  "formula": "C33H28NOS",
  "method": "ωB97M-V with the def2-TZVPD basis set",
  "smiles": "CN(C)c1ccc([C@@H](Sc2ccccc2)c2cc(-c3ccccc3)c([O-])c(-c3ccccc3)c2)cc1",
  "orbital_gap_ha": 0.21581,
  "lumo_energy_ev": 2.4,
  "homo_energy_ha": -0.126,
  "relative_energy_kcal_mol": 0.0,
  "total_charge": -1,
  "symbols": ["C", "N", "C", "C", "C", "C", "C", "C", "S", "C", "C", "C", "C", "C", "C", "C", "C", "C", "C", "C", "C", "C", "C", "C", "C", "O", "C", "C", "C", "C", "C", "C", "C", "C", "C", "C", "H", "H", "H", "H", "H", "H", "H", "H", "H", "H", "H", "H", "H", "H", "H", "H", "H", "H", "H", "H", "H", "H", "H", "H", "H", "H", "H", "H"],
  "xyz": [[-0.57, 6.97, 4.11], [-1.48, 5.88, 4.47], [-1.57, 5.64, 5.90], [-1.93, 4.94, 3.51], [-1.13, 3.85, 3.09], [-1.61, 2.98, 2.11], [-2.90, 3.12, 1.61], [-3.56, 2.09, 0.72], [-3.20, 2.49, -1.24], [-4.38, 3.22, -2.35], [-4.65, 4.60, -2.32], [-5.49, 5.18, -3.27], [-6.10, 4.38, -4.26], [-5.72, 3.03, -4.38], [-4.88, 2.45, -3.43], [-3.34, 0.64, 1.05], [-3.85, -0.29, 0.15], [-4.12, -1.60, 0.51], [-4.76, -2.50, -0.46], [-4.57, -2.30, -1.85], [-5.13, -3.18, -2.78], [-5.90, -4.27, -2.35], [-6.12, -4.47, -0.97], [-5.55, -3.60, -0.05], [-3.81, -2.05, 1.89], [-4.24, -3.13, 2.35], [-2.98, -1.13, 2.71], [-2.37, -1.58, 3.97], [-1.16, -1.01, 4.43], [-0.55, -1.49, 5.59], [-1.14, -2.51, 6.34], [-2.35, -3.08, 5.91], [-2.94, -2.63, 4.73], [-2.84, 0.19, 2.28], [-3.63, 4.25, 1.93], [-3.20, 5.12, 2.92], [-0.62, 7.12, 3.03], [-0.86, 7.89, 4.63], [0.46, 6.71, 4.40], [-2.31, 4.87, 6.11], [-0.60, 5.34, 6.31], [-1.86, 6.57, 6.42], [-0.12, 3.71, 3.51], [-0.98, 2.16, 1.76], [-4.67, 2.26, 0.76], [-4.18, 5.19, -1.53], [-5.69, 6.25, -3.23], [-6.83, 4.81, -4.95], [-6.09, 2.43, -5.21], [-4.60, 1.40, -3.49], [-4.13, 0.05, -0.84], [-3.95, -1.47, -2.19], [-4.94, -3.03, -3.84], [-6.31, -4.98, -3.07], [-6.72, -5.31, -0.61], [-5.67, -3.77, 1.02], [-0.69, -0.23, 3.85], [0.41, -1.07, 5.90], [-0.66, -2.89, 7.24], [-2.82, -3.89, 6.46], [-3.85, -3.10, 4.36], [-2.33, 0.88, 2.96], [-4.57, 4.43, 1.41], [-3.82, 5.97, 3.24]]
}

---

{
  "formula": "C33H29AsN6O3PdS2",
  "method": "ωB97M-V with the def2-TZVPD basis set",
  "orbital_gap_ha": [0.30718, 0.26926],
  "lumo_energy_ev": [0.6, -0.3],
  "homo_energy_ha": [-0.285, -0.282],
  "relative_energy_kcal_mol": 23.0,
  "total_charge": 0,
  "multiplicity": 3,
  "symbols": ["Pd", "N", "C", "C", "C", "C", "C", "C", "S", "O", "O", "N", "C", "N", "C", "C", "C", "N", "H", "H", "H", "H", "H", "H", "H", "H", "H", "O", "As", "C", "C", "C", "C", "C", "C", "C", "C", "C", "C", "C", "C", "C", "C", "C", "C", "C", "C", "H", "H", "H", "H", "H", "H", "H", "H", "H", "H", "H", "H", "H", "H", "H", "C", "C", "C", "C", "N", "C", "S", "N", "H", "H", "H", "H", "H"],
  "xyz": [[-1.24, 0.21, 1.68], [0.51, -4.71, -3.98], [-0.13, -4.18, -2.87], [0.60, -3.53, -1.87], [-0.04, -2.92, -0.81], [-1.42, -2.97, -0.73], [-2.17, -3.63, -1.69], [-1.53, -4.23, -2.76], [-2.24, -2.13, 0.59], [-1.29, -2.08, 1.71], [-3.49, -2.78, 0.88], [-2.47, -0.64, 0.02], [-3.60, 0.03, 0.40], [-3.45, 0.85, 1.47], [-4.49, 1.52, 1.90], [-5.72, 1.44, 1.27], [-5.78, 0.62, 0.15], [-4.74, -0.09, -0.28], [1.50, -4.86, -3.89], [0.02, -5.41, -4.49], [1.69, -3.51, -1.94], [0.52, -2.40, -0.04], [-3.24, -3.65, -1.59], [-2.09, -4.76, -3.51], [-4.34, 2.14, 2.78], [-6.58, 1.99, 1.62], [-6.68, 0.53, -0.44], [0.85, -0.10, 0.51], [1.60, 0.80, -0.65], [3.19, 1.61, 0.10], [3.15, 1.90, 1.46], [4.24, 2.50, 2.08], [5.37, 2.80, 1.33], [5.41, 2.51, -0.03], [4.32, 1.92, -0.65], [0.57, 2.19, -1.51], [1.15, 2.93, -2.54], [0.41, 3.92, -3.16], [-0.90, 4.16, -2.77], [-1.47, 3.43, -1.74], [-0.73, 2.44, -1.11], [2.24, -0.31, -2.10], [3.37, -1.10, -1.88], [3.84, -1.94, -2.87], [3.19, -2.00, -4.09], [2.05, -1.23, -4.31], [1.57, -0.39, -3.32], [2.26, 1.65, 2.02], [4.19, 2.73, 3.13], [6.22, 3.26, 1.81], [6.30, 2.75, -0.60], [4.35, 1.68, -1.70], [2.17, 2.72, -2.85], [0.85, 4.51, -3.96], [-1.47, 4.94, -3.27], [-2.49, 3.61, -1.44], [-1.15, 1.87, -0.30], [3.87, -1.04, -0.91], [4.72, -2.56, -2.69], [3.56, -2.64, -4.88], [1.52, -1.31, -5.26], [0.68, 0.20, -3.48], [-2.40, -1.62, 4.91], [-1.56, -0.40, 5.12], [-1.11, 0.04, 6.36], [-0.40, 1.23, 6.39], [-0.16, 1.97, 5.31], [-0.62, 1.49, 4.16], [-0.47, 2.35, 2.67], [-1.27, 0.31, 4.03], [-2.59, -2.13, 5.85], [-1.91, -2.29, 4.20], [-3.35, -1.32, 4.46], [-1.30, -0.53, 7.26], [-0.01, 1.63, 7.32]]
}

---

{
  "formula": "C33H29ClN3O4RuS",
  "method": "ωB97M-V with the def2-TZVPD basis set",
  "orbital_gap_ha": [0.25328, 0.24798],
  "lumo_energy_ev": [-0.8, -0.9],
  "homo_energy_ha": [-0.281, -0.281],
  "relative_energy_kcal_mol": 0.0,
  "total_charge": 0,
  "multiplicity": 2,
  "symbols": ["Ru", "N", "C", "C", "C", "C", "C", "C", "C", "C", "C", "C", "C", "C", "N", "C", "C", "C", "C", "N", "H", "H", "H", "H", "H", "H", "H", "H", "H", "H", "Cl", "C", "C", "O", "O", "H", "H", "O", "S", "C", "C", "C", "C", "C", "C", "C", "C", "C", "C", "C", "C", "H", "H", "H", "H", "H", "H", "H", "H", "H", "H", "C", "C", "C", "O", "H", "H", "H", "H", "H", "H", "H"],
  "xyz": [[-0.24, -0.45, 0.18], [7.12, 6.76, 0.64], [6.30, 5.96, 0.55], [5.28, 4.96, 0.44], [4.99, 4.13, 1.52], [4.01, 3.16, 1.40], [3.30, 3.02, 0.21], [3.59, 3.85, -0.86], [4.58, 4.82, -0.76], [2.24, 1.98, 0.10], [2.66, 0.66, 0.07], [4.01, 0.20, 0.03], [3.97, -1.17, -0.06], [2.60, -1.52, -0.07], [1.83, -0.44, -0.01], [0.92, 2.44, 0.01], [0.49, 3.79, 0.00], [-0.88, 3.77, -0.13], [-1.25, 2.41, -0.19], [-0.19, 1.62, -0.11], [5.54, 4.25, 2.44], [3.79, 2.51, 2.24], [3.03, 3.74, -1.78], [4.81, 5.46, -1.60], [4.89, 0.83, 0.04], [4.80, -1.85, -0.12], [2.16, -2.50, -0.10], [1.13, 4.66, 0.08], [-1.55, 4.61, -0.18], [-2.24, 2.00, -0.25], [-3.76, -2.05, -2.87], [-3.65, -0.61, -1.84], [-2.33, -0.56, -1.11], [-1.23, -0.66, -1.71], [-2.32, -0.38, 0.15], [-4.46, -0.64, -1.12], [-3.74, 0.26, -2.48], [0.23, -0.15, 2.22], [-0.14, -1.29, 3.18], [1.34, -2.27, 3.36], [1.19, -3.61, 3.70], [2.33, -4.38, 3.87], [3.59, -3.82, 3.67], [3.71, -2.49, 3.32], [2.58, -1.70, 3.16], [-0.06, -0.43, 4.75], [0.41, 0.87, 4.84], [0.45, 1.49, 6.08], [0.02, 0.81, 7.21], [-0.46, -0.48, 7.11], [-0.51, -1.11, 5.88], [0.21, -4.04, 3.82], [2.24, -5.43, 4.13], [4.47, -4.43, 3.79], [4.69, -2.06, 3.15], [2.66, -0.66, 2.86], [0.73, 1.38, 3.94], [0.82, 2.50, 6.16], [0.05, 1.30, 8.18], [-0.81, -1.01, 7.99], [-0.90, -2.12, 5.79], [-0.29, -3.68, -1.28], [-0.62, -3.53, 0.20], [-2.10, -3.78, 0.48], [-0.21, -2.30, 0.76], [-0.61, -4.67, -1.61], [0.78, -3.59, -1.45], [-0.80, -2.93, -1.89], [-0.05, -4.29, 0.75], [-2.73, -3.14, -0.15], [-2.33, -3.56, 1.52], [-2.36, -4.82, 0.27]]
}